The following is a quantum chemistry calculation of a structure of composition C25H27BrCoF5N5O2S4, from OMol25.

Cartesian coordinates (Å):
Co (0.172, -0.632, 0.439)
C (-3.122, -0.202, 4.418)
C (-2.970, 0.419, 3.059)
C (-3.429, 1.697, 2.770)
C (-3.240, 2.190, 1.487)
C (-2.511, 1.425, 0.593)
Br (-2.366, 2.153, -1.168)
N (-1.987, 0.237, 0.857)
C (-2.308, -0.270, 2.058)
H (-3.928, 0.265, 4.986)
H (-2.189, -0.083, 4.974)
H (-3.318, -1.272, 4.340)
H (-3.940, 2.290, 3.519)
H (-3.644, 3.145, 1.183)
H (-1.994, -1.295, 2.214)
O (0.398, -5.744, 5.049)
C (0.256, -4.839, 4.247)
S (0.907, -3.220, 4.470)
C (0.302, -2.501, 2.973)
C (-0.376, -3.321, 2.131)
S (-1.042, -2.912, 0.601)
S (-0.574, -4.989, 2.705)
S (0.628, -0.815, 2.728)
C (1.354, 2.777, -0.407)
N (1.199, 1.937, 0.783)
C (2.545, 1.623, 1.279)
N (3.314, 2.835, 1.619)
C (3.410, 3.658, 0.417)
N (2.096, 4.019, -0.116)
C (1.376, 4.739, 0.936)
N (1.225, 3.950, 2.160)
C (0.502, 2.714, 1.808)
C (2.562, 3.576, 2.629)
H (0.370, 3.045, -0.790)
H (1.889, 2.214, -1.174)
H (3.074, 1.088, 0.492)
H (2.468, 0.993, 2.162)
H (3.961, 3.102, -0.345)
H (3.956, 4.578, 0.653)
H (0.383, 5.007, 0.564)
H (1.923, 5.658, 1.172)
H (-0.479, 3.002, 1.440)
H (0.387, 2.095, 2.701)
H (2.456, 2.951, 3.518)
H (3.114, 4.484, 2.894)
F (-0.684, -2.764, -6.263)
C (-0.555, -2.151, -5.064)
C (0.640, -1.559, -4.696)
F (1.684, -1.611, -5.545)
C (0.756, -0.911, -3.487)
F (1.921, -0.298, -3.210)
C (-0.298, -0.813, -2.537)
O (-0.179, -0.182, -1.442)
C (-1.499, -1.440, -2.969)
F (-2.576, -1.410, -2.166)
C (-1.623, -2.072, -4.188)
F (-2.799, -2.619, -4.551)
C (3.916, -2.345, -1.343)
C (3.268, -1.355, -0.361)
C (4.157, -1.265, 0.894)
C (1.837, -1.807, -0.037)
H (4.937, -2.036, -1.605)
H (3.338, -2.421, -2.265)
H (3.969, -3.340, -0.889)
H (3.247, -0.381, -0.869)
H (3.811, -1.973, 1.650)
H (4.154, -0.276, 1.349)
H (5.198, -1.508, 0.649)
H (1.899, -2.556, 0.760)
H (1.429, -2.324, -0.914)

Calculated values
E   -202507.15575 eV
2S+1   2
Net charge   -2
Lowest unoccupied orbital energy (alpha / beta)   4.10 / 4.09 eV
Molar mass   791.6 Da
Kohn-Sham gap (alpha / beta)   4.73 / 4.69 eV

The following is a quantum chemistry calculation of a structure of composition C25H27Cl2NO3PtS2, from OMol25.

Cartesian coordinates (Å):
Pt (0.104, -0.226, -0.293)
Cl (2.705, 0.179, -2.222)
C (3.853, -0.390, -1.081)
C (5.174, -0.016, -1.254)
C (6.147, -0.480, -0.386)
C (5.815, -1.340, 0.651)
C (4.503, -1.734, 0.809)
Cl (4.131, -2.798, 2.118)
C (3.471, -1.263, -0.037)
S (1.859, -1.784, 0.254)
H (5.427, 0.637, -2.077)
H (7.176, -0.177, -0.522)
H (6.566, -1.710, 1.335)
C (-5.833, -3.423, -4.765)
C (-4.591, -2.683, -4.350)
C (-4.649, -1.637, -3.436)
C (-3.503, -0.951, -3.061)
C (-2.285, -1.316, -3.608)
C (-2.203, -2.352, -4.529)
C (-3.353, -3.029, -4.890)
S (-0.815, -0.468, -3.127)
O (-0.262, -1.336, -1.999)
O (0.076, -0.465, -4.253)
O (-1.200, 0.810, -2.557)
H (-6.712, -3.045, -4.244)
H (-5.744, -4.488, -4.548)
H (-6.007, -3.322, -5.838)
H (-5.605, -1.349, -3.016)
H (-3.547, -0.126, -2.362)
H (-1.245, -2.607, -4.962)
H (-3.293, -3.837, -5.611)
C (-2.628, -0.085, 2.312)
C (-1.547, -0.181, 3.392)
C (-0.726, -1.468, 3.268)
C (-0.687, 1.062, 3.475)
C (-0.695, 1.806, 4.637)
C (0.070, 2.958, 4.776)
C (0.867, 3.397, 3.724)
C (0.924, 2.716, 2.527)
C (1.796, 3.247, 1.409)
C (1.009, 3.636, 0.154)
C (2.939, 2.287, 1.078)
C (0.145, 1.511, 2.389)
N (0.192, 0.839, 1.263)
H (-3.298, -0.944, 2.381)
H (-2.199, -0.080, 1.309)
H (-3.223, 0.822, 2.432)
H (-2.066, -0.231, 4.354)
H (-0.214, -1.524, 2.309)
H (-1.384, -2.335, 3.345)
H (0.019, -1.535, 4.062)
H (-1.318, 1.476, 5.460)
H (0.039, 3.518, 5.702)
H (1.450, 4.304, 3.836)
H (2.243, 4.164, 1.803)
H (0.584, 2.766, -0.347)
H (1.672, 4.134, -0.556)
H (0.196, 4.322, 0.396)
H (2.549, 1.357, 0.668)
H (3.528, 2.050, 1.966)
H (3.602, 2.733, 0.334)

Calculated values
Energy above the lowest of the compared OMol25 structures with the same formula, charge and spin   0.00 kcal per mole
E   -83955.38467 eV
2S+1   5
Lowest unoccupied orbital energy (alpha / beta)   0.49 / -2.98 eV
Molar mass   719.6 Da
Kohn-Sham gap (alpha / beta)   8.05 / 5.95 eV

The following is a quantum chemistry calculation of a structure of composition C25H27FHfN8O11S4, from OMol25.

Cartesian coordinates (Å):
Hf (0.042, 0.226, 0.692)
N (-2.814, -1.640, -2.483)
C (-1.731, -1.149, -1.806)
S (-1.582, -1.603, -0.146)
N (-0.937, -0.391, -2.494)
N (0.151, 0.121, -1.815)
C (1.081, 0.449, -2.625)
C (2.330, 1.074, -2.195)
C (3.470, 1.029, -2.990)
C (4.621, 1.630, -2.515)
C (4.594, 2.250, -1.274)
C (3.410, 2.235, -0.555)
N (2.298, 1.671, -1.009)
H (-3.301, -2.400, -2.039)
H (-2.730, -1.684, -3.487)
H (0.919, 0.256, -3.682)
H (3.450, 0.523, -3.946)
H (5.531, 1.608, -3.099)
H (5.475, 2.723, -0.863)
H (3.349, 2.678, 0.435)
O (0.076, -2.288, 4.435)
S (0.786, -1.458, 3.506)
O (1.099, -0.115, 3.980)
O (0.109, -1.408, 2.173)
C (2.319, -2.303, 3.168)
C (2.727, -3.201, 4.144)
C (3.904, -3.917, 3.998)
C (4.683, -3.742, 2.867)
C (4.285, -2.848, 1.886)
C (3.106, -2.126, 2.027)
S (2.732, -1.026, 0.675)
O (2.172, 0.225, 1.287)
O (3.967, -0.832, -0.019)
O (1.611, -1.556, -0.115)
H (2.096, -3.339, 5.011)
H (4.205, -4.614, 4.769)
H (5.602, -4.298, 2.740)
H (4.886, -2.693, 1.002)
C (-1.390, 1.939, 4.499)
S (-1.925, 0.497, 3.606)
C (-3.634, 0.954, 3.360)
O (-1.350, 0.701, 2.212)
H (-1.987, 2.014, 5.409)
H (-1.531, 2.798, 3.843)
H (-0.343, 1.786, 4.744)
H (-4.141, 0.918, 4.324)
H (-4.065, 0.213, 2.687)
H (-3.658, 1.950, 2.919)
C (0.215, 3.910, -0.694)
C (0.704, 3.583, 0.672)
N (0.784, 2.405, 1.262)
C (1.369, 2.617, 2.502)
C (1.629, 3.935, 2.658)
N (1.207, 4.530, 1.487)
H (-0.023, 2.996, -1.225)
H (0.995, 4.434, -1.249)
H (-0.672, 4.543, -0.639)
H (1.573, 1.797, 3.167)
H (2.077, 4.489, 3.463)
H (1.250, 5.509, 1.266)
F (-2.652, 1.644, -4.884)
C (-3.439, 1.378, -3.835)
C (-3.172, 1.883, -2.631)
N (-3.936, 1.583, -1.524)
C (-3.735, 2.302, -0.278)
C (-2.317, 2.344, 0.286)
O (-2.121, 3.183, 1.154)
O (-1.475, 1.498, -0.205)
C (-5.038, 0.752, -1.614)
O (-5.740, 0.464, -0.665)
N (-5.296, 0.283, -2.885)
C (-4.534, 0.447, -4.040)
O (-4.798, -0.143, -5.063)
H (-2.316, 2.520, -2.466)
H (-4.353, 1.808, 0.470)
H (-4.092, 3.329, -0.365)
H (-6.062, -0.372, -2.949)

Calculated values
Energy above the lowest of the compared OMol25 structures with the same formula, charge and spin   0.00 kcal per mole
E   -108179.33006 eV
Lowest unoccupied orbital energy   -0.09 eV
Molar mass   941.3 Da
Kohn-Sham gap   7.90 eV

The following is a quantum chemistry calculation of a structure of composition C25H27FN7O3RhS, from OMol25.

Cartesian coordinates (Å):
Rh (1.826, -0.521, 3.812)
C (-1.300, -3.000, 5.549)
C (-0.430, -1.884, 5.107)
N (0.832, -2.129, 4.489)
N (1.339, -3.323, 4.637)
C (2.605, -3.425, 4.212)
N (3.164, -4.628, 4.289)
S (3.530, -2.077, 3.625)
C (-0.743, -0.535, 5.210)
C (-1.944, -0.035, 5.772)
C (-2.169, 1.316, 5.802)
C (-1.216, 2.191, 5.269)
C (-0.057, 1.664, 4.727)
N (0.182, 0.357, 4.700)
H (-0.731, -3.920, 5.632)
H (-2.109, -3.165, 4.831)
H (-1.756, -2.782, 6.515)
H (2.630, -5.396, 4.667)
H (4.120, -4.779, 4.017)
H (-2.669, -0.727, 6.175)
H (-3.079, 1.703, 6.239)
H (-1.360, 3.261, 5.285)
H (0.718, 2.294, 4.311)
F (-2.491, -1.704, -1.658)
C (-1.426, -0.880, -1.612)
C (-0.747, -0.761, -0.436)
C (0.392, 0.045, -0.357)
C (1.139, 0.120, 0.898)
O (0.757, -0.580, 1.868)
C (2.278, 0.973, 0.880)
C (2.633, 1.599, -0.285)
N (1.944, 1.532, -1.433)
C (2.446, 2.206, -2.616)
C (3.045, 3.569, -2.479)
C (1.710, 3.405, -3.142)
C (0.810, 0.734, -1.502)
C (0.087, 0.613, -2.693)
C (-1.032, -0.199, -2.778)
N (-1.718, -0.304, -4.006)
C (-0.974, -0.635, -5.212)
C (-1.449, 0.289, -6.339)
N (-2.882, 0.667, -6.054)
C (-3.637, -0.496, -5.480)
C (-3.095, -0.783, -4.072)
C (3.213, 1.217, 2.039)
O (4.352, 1.545, 1.838)
O (2.670, 1.131, 3.243)
H (-1.069, -1.316, 0.435)
H (3.539, 2.189, -0.303)
H (2.896, 1.526, -3.329)
H (3.910, 3.786, -3.088)
H (3.050, 4.032, -1.502)
H (1.643, 3.529, -4.214)
H (0.846, 3.734, -2.579)
H (0.393, 1.181, -3.559)
H (-1.128, -1.685, -5.487)
H (0.092, -0.503, -5.056)
H (-1.422, -0.196, -7.313)
H (-0.880, 1.216, -6.384)
H (-3.333, 1.016, -6.900)
H (-2.885, 1.423, -5.367)
H (-3.480, -1.328, -6.163)
H (-4.697, -0.255, -5.465)
H (-3.196, -1.855, -3.887)
H (-3.688, -0.258, -3.324)

Calculated values
E   -59481.52940 eV
2S+1   5
Net charge   +2
Lowest unoccupied orbital energy (alpha / beta)   -4.95 / -7.08 eV
Molar mass   627.5 Da
Kohn-Sham gap (alpha / beta)   6.06 / 6.38 eV